2 unconnected molecules or ions with the total composition C3H10N5. Source: OMol25; level of theory: ωB97M-V/def2-TZVPD.

Computed properties:
ΔE to the lowest compared entry with this formula, charge and spin ... 15.30 kcal per mole
Largest force on an atom ... 7.41 eV/A
Charge ... +1
LUMO (alpha / beta) ... -3.3 / -6.8 eV
Spin multiplicity ... 3

Each atom is followed by the atoms it is bonded to, with distances in Å.
Geometry (Å):
1 C -0.870 0.186 0.292  C2 1.421, N4 1.267, N7 1.410
2 C -2.098 0.776 0.698  C1 1.421, H9 1.101, H10 1.155, H11 1.095
3 C -1.841 -1.950 -0.828  N7 1.483, H12 1.090, H13 1.082, H14 1.059
4 N 0.248 0.781 0.237  C1 1.267, N5 1.329
5 N 1.127 0.006 -0.391  N4 1.329, N6 1.327
6 N 0.513 -1.104 -0.777  N5 1.327, N7 1.320
7 N -0.769 -0.983 -0.489  C1 1.410, C3 1.483, N6 1.320
8 N 3.435 1.097 0.263  H15 1.020, H16 1.028, H17 0.975, H18 1.088
9 H -1.947 1.442 1.561  C2 1.101
10 H -2.864 -0.011 1.053  C2 1.155
11 H -2.448 1.466 -0.076  C2 1.095
12 H -1.487 -2.967 -0.665  C3 1.090
13 H -2.621 -1.703 -0.120  C3 1.082
14 H -2.036 -1.788 -1.857  C3 1.059
15 H 3.252 1.229 1.258  N8 1.020
16 H 2.562 0.781 -0.178  N8 1.028
17 H 4.216 0.595 -0.033  N8 0.975
18 H 3.628 2.147 0.053  N8 1.088

Löwdin population analysis, charges in e, atoms 1 to 4:
1. C -0.3448
2. C 0.0063
3. C 0.0330
4. N 0.0761